(1)
Here is a structure of composition C22H32BN7Zr from the Open Molecules 2025 dataset. Energies are from ωB97M-V/def2-TZVPD.

Calculated values
frontier orbital gap	5.7	eV
LUMO level	-7.4	eV
charge	+2
E_tot	-35708.84066	eV
HOMO energy	-13.2	eV
largest force on an atom	3.539	eV/A

Atoms and positions in Å:
1 Zr 0.021 -0.681 -0.835
2 N 1.782 -0.627 -3.474
3 N 0.831 1.649 -2.852
4 N -0.651 -0.132 -3.766
5 N 1.626 -1.358 -2.293
6 N -1.211 -0.563 -2.557
7 N 0.055 -0.555 1.347
8 N 0.609 1.429 -1.498
9 C -0.312 0.571 3.495
10 C -1.913 -2.704 0.065
11 C 2.488 -2.415 -2.382
12 C -1.879 2.488 2.168
13 C -0.764 1.690 4.197
14 C -1.435 1.357 1.478
15 C 0.732 2.657 -0.906
16 C 2.711 -1.207 -4.247
17 C -2.643 -1.008 -4.214
18 C 3.190 -2.344 -3.585
19 C -1.530 2.644 3.522
20 C 2.276 -0.793 2.479
21 C 1.053 -1.525 1.904
22 C -2.737 3.523 1.497
23 C 0.886 3.633 -1.895
24 C 0.932 2.958 -3.109
25 C -0.413 1.904 5.647
26 C 0.391 -2.472 2.908
27 C -2.435 -1.099 -2.844
28 C -0.571 0.425 2.111
29 C -1.507 -0.397 -4.755
30 C 1.561 -2.376 0.741
31 B 0.781 0.505 -3.868
32 H 3.938 -3.024 -3.943
33 H 1.016 3.314 -4.127
34 H -2.842 3.327 0.420
35 H 3.000 -1.540 2.835
36 H 2.029 -0.128 3.308
37 H -0.050 -1.955 3.758
38 H -2.384 -2.950 1.032
39 H 2.363 -3.043 1.098
40 H -2.680 -2.840 -0.711
41 H 2.015 -1.733 -0.051
42 H -2.301 4.523 1.643
43 H -3.041 -1.527 -2.057
44 H 0.274 -0.162 4.042
45 H -1.552 -1.615 0.100
46 H 0.761 -3.027 0.332
47 H 2.541 -3.169 -1.607
48 H -1.316 1.902 6.277
49 H 0.954 4.700 -1.788
50 H -1.903 3.533 4.044
51 H 2.969 -0.787 -5.212
52 H 0.706 2.791 0.170
53 H 1.156 -3.174 3.270
54 H -0.408 -3.047 2.414
55 H 2.774 -0.185 1.706
56 H 1.034 0.888 -4.986
57 H -3.736 3.523 1.961
58 H 0.254 1.112 6.003
59 H 0.092 2.873 5.790
60 H -1.741 1.186 0.429
61 H -1.230 -0.141 -5.760
62 H -3.498 -1.358 -4.761
63 H -1.119 -3.444 -0.109


(2)
Here is an isolated molecule of C3H4FNOS from the Open Molecules 2025 dataset. Energies are from ωB97M-V/def2-TZVPD.

Calculated values
frontier orbital gap	9.7	eV
LUMO level	-0.6	eV
charge	0
E_tot	-20263.25733	eV
HOMO energy	-10.3	eV
largest force on an atom	5.012	eV/A

Atoms and positions in Å:
1 S -0.444 3.363 1.294
2 F -0.430 1.975 -1.025
3 O -0.877 4.475 2.180
4 N -0.877 2.021 1.889
5 C -0.017 0.769 -0.418
6 C 0.534 -0.143 -1.145
7 C -0.485 0.818 1.107
8 H 0.875 0.247 -2.114
9 H -1.355 0.227 1.043
10 H 0.257 0.252 1.676
11 H 0.587 -1.039 -0.503


(3)
Here is an isolated molecule of C24H31N3O5S from the Open Molecules 2025 dataset. Energies are from ωB97M-V/def2-TZVPD.

Calculated values
frontier orbital gap	8.8	eV
SMILES	COc1ccc(NC(=O)[C@@H](NC(=O)c2ccccc2)C(C)C)cc1S(=O)(=O)N1CCCCC1
LUMO level	0.5	eV
charge	0
E_tot	-50935.03368	eV
HOMO energy	-8.3	eV
largest force on an atom	1.228	eV/A

Atoms and positions in Å:
1 S -3.501 0.152 -1.099
2 O 2.250 -3.315 0.695
3 O -4.209 -2.399 0.676
4 O 2.382 0.514 -1.708
5 O -2.666 1.298 -1.340
6 O -4.252 -0.347 -2.218
7 N 1.183 -1.691 -0.511
8 N 3.766 -0.413 -0.198
9 N -4.571 0.389 0.158
10 C -2.438 -1.141 -0.437
11 C 4.390 4.534 0.483
12 C 3.195 0.649 -0.800
13 C 5.197 -2.617 1.132
14 C -0.157 -1.898 -0.193
15 C -5.829 2.440 -0.377
16 C -3.905 2.528 1.205
17 C 5.969 -2.250 -1.233
18 C 3.977 4.311 -0.820
19 C 3.570 -1.777 -0.648
20 C -1.091 -0.994 -0.697
21 C -5.290 3.091 0.895
22 C 3.587 3.044 -1.213
23 C 2.268 -2.366 -0.059
24 C -1.957 -3.095 0.852
25 C -5.110 -2.704 -0.379
26 C -3.978 1.006 1.324
27 C -2.900 -2.209 0.331
28 C -5.868 0.923 -0.201
29 C -0.607 -2.950 0.603
30 C 4.404 3.489 1.393
31 C 4.025 2.218 1.002
32 C 3.623 1.985 -0.311
33 C 4.795 -2.653 -0.342
34 H 1.365 -0.901 -1.137
35 H -0.778 -0.144 -1.285
36 H -5.022 -2.008 -1.212
37 H 5.937 -3.390 1.324
38 H 4.334 -2.810 1.762
39 H -4.581 0.716 2.191
40 H 4.709 3.667 2.414
41 H -5.235 4.174 0.770
42 H 4.414 -0.275 0.560
43 H -2.311 -3.908 1.467
44 H 4.501 -3.679 -0.581
45 H 4.692 5.523 0.794
46 H -4.935 -3.726 -0.736
47 H 4.011 1.423 1.734
48 H -5.168 2.675 -1.214
49 H 5.644 -1.663 1.409
50 H -6.105 -2.639 0.056
51 H -6.829 2.810 -0.607
52 H -3.220 2.778 0.394
53 H -3.517 2.948 2.135
54 H 6.249 -1.213 -1.056
55 H 5.712 -2.360 -2.284
56 H 3.425 -1.735 -1.737
57 H -6.164 0.431 -1.128
58 H 0.102 -3.648 1.016
59 H -6.571 0.647 0.593
60 H -2.978 0.580 1.439
61 H 6.831 -2.878 -1.024
62 H -5.968 2.880 1.727
63 H 3.954 5.125 -1.528
64 H 3.251 2.852 -2.220